Record 1
C49H34FN2O4PbSb as an isolated structure, computed with ωB97M-V/def2-TZVPD.

Results
M = 1062.779 g mol⁻¹
total charge = -2
ΔE to the lowest compared entry with this formula, charge and spin = 0.0000 eV
E_HOMO = -0.56 eV

Last column: Mulliken charge in e.
Atoms and positions in Å:
Pb1 -0.464 0.680 -0.725  1.337
Sb1 -0.439 0.384 3.270  0.911
F1 1.278 0.529 -2.073  -0.693
O1 -1.454 -2.120 1.456  -0.318
O2 3.653 -1.313 0.589  -0.505
O3 3.538 -0.453 -1.470  -0.589
O4 -2.096 -3.992 0.440  -0.465
N1 -0.212 10.927 -1.654  -0.583
N2 0.948 -2.213 0.021  0.171
C1 1.746 2.586 3.791  -0.120
C2 1.180 -2.251 -7.107  -0.431
C3 3.472 -1.712 3.461  -0.302
C4 -1.789 6.372 -1.545  -0.566
C5 -1.670 -1.441 -2.974  -0.038
C6 3.115 -1.256 -0.485  0.088
C7 -0.831 2.917 -1.508  -1.278
C8 -0.690 1.522 8.127  -0.358
C9 -3.639 -3.461 -2.707  -0.472
C10 0.609 6.174 -1.656  -0.433
C11 0.320 0.218 6.369  0.167
C12 0.931 -3.721 -2.321  -0.284
C13 0.189 3.128 2.053  -0.615
C14 -1.679 7.748 -1.558  -0.508
C15 -0.421 8.348 -1.621  0.588
C16 1.940 -2.135 -0.854  0.273
C17 1.892 4.709 2.668  -0.407
C18 -4.469 -4.505 -2.350  -0.604
C19 -1.543 2.098 7.194  -0.566
C20 0.090 -3.109 -7.206  -0.619
C21 -0.092 -3.850 -1.397  -0.642
C22 -0.758 4.136 -1.560  0.266
C23 -1.459 1.728 5.858  -0.619
C24 -0.054 -3.038 -0.274  0.431
C25 -2.393 -4.943 -4.114  -0.279
C26 -1.239 -2.973 0.640  0.051
C27 3.102 -2.979 3.881  -0.611
C28 0.801 -2.289 3.892  -0.752
C29 -0.842 -3.208 -6.185  -0.315
C30 -0.525 0.789 5.419  0.072
C31 1.759 -3.271 4.092  -0.634
C32 0.239 0.580 7.710  -0.674
C33 1.167 -1.001 3.496  0.413
C34 1.954 -2.831 -2.061  -0.679
C35 0.371 -1.565 -4.930  -0.488
C36 -1.676 -2.520 -3.895  -0.296
C37 1.293 -1.474 -5.957  -0.730
C38 -4.290 -5.789 -2.866  -0.562
C39 -3.230 -5.983 -3.745  -0.770
C40 -2.561 -3.622 -3.618  0.626
C41 2.509 -0.728 3.268  -0.363
C42 -1.677 -0.508 -2.173  -0.716
C43 0.656 2.221 3.001  0.050
C44 -0.304 9.779 -1.639  0.088
C45 -0.650 5.553 -1.593  0.266
C46 0.801 4.366 1.885  -0.555
C47 -0.730 -2.457 -4.990  0.179
C48 2.364 3.817 3.624  -0.725
C49 0.723 7.550 -1.670  -0.523
H1 0.911 0.124 8.429  0.365
H2 -2.272 2.837 7.506  0.361
H3 -0.645 2.872 1.410  0.473
H4 -2.761 5.901 -1.496  0.476
H5 -0.940 -4.489 -1.589  0.736
H6 0.483 -0.939 -4.052  0.532
H7 1.057 -0.516 6.063  0.278
H8 -2.132 2.194 5.144  0.317
H9 3.216 4.080 4.240  0.349
H10 -2.867 -3.798 0.988  0.338
H11 -1.702 -3.847 -6.329  0.562
H12 2.757 -2.670 -2.765  0.461
H13 1.457 -4.267 4.394  0.368
H14 1.908 -2.178 -7.907  0.354
H15 2.378 5.669 2.532  0.392
H16 1.699 8.016 -1.716  0.418
H17 4.509 -1.491 3.242  0.333
H18 -5.278 -4.314 -1.651  0.381
H19 -3.038 -6.974 -4.147  0.325
H20 2.109 1.911 4.559  0.449
H21 0.429 5.047 1.129  0.330
H22 0.898 -4.275 -3.250  0.376
H23 2.816 0.240 2.895  0.436
H24 -2.565 8.368 -1.521  0.418
H25 -1.558 -5.162 -4.766  0.364
H26 -0.050 -3.704 -8.104  0.342
H27 -0.749 1.807 9.171  0.346
H28 -4.944 -6.606 -2.583  0.354
H29 2.690 0.008 -1.779  0.483
H30 -3.791 -2.479 -2.275  0.399
H31 1.490 5.549 -1.690  0.501
H32 3.853 -3.749 4.014  0.335
H33 -0.247 -2.534 4.036  0.367
H34 2.120 -0.778 -5.853  0.391


Record 2
C49H36N6Pd as an isolated structure, computed with ωB97M-V/def2-TZVPD.

Results
M = 815.289 g mol⁻¹
total charge = -2
E_HOMO = 0.06 eV

Last column: Mulliken charge in e.
Atoms and positions in Å:
Pd1 -0.248 -0.357 0.941  0.841
N1 -2.220 -0.084 1.372  -0.179
N2 1.615 -0.772 0.224  -0.209
N3 1.467 0.865 -1.486  -1.266
N4 2.253 1.673 -2.340  0.007
N5 -0.708 -2.276 0.575  0.022
N6 0.186 1.556 1.638  0.007
C1 -3.470 3.201 6.672  -0.445
C2 2.111 -1.986 0.098  0.374
C3 5.234 5.471 2.047  -0.375
C4 -1.870 -4.233 0.284  -0.962
C5 3.525 3.351 1.350  -1.458
C6 -4.356 -2.758 -0.219  -0.401
C7 3.436 -6.343 -0.447  -0.826
C8 -1.972 -2.799 0.321  -0.373
C9 -0.093 3.436 2.954  -1.443
C10 1.077 3.580 2.340  -1.373
C11 -0.665 2.168 2.499  0.541
C12 -2.758 0.999 1.958  0.045
C13 3.678 -6.932 0.787  -0.272
C14 -6.645 -4.121 -1.083  -0.312
C15 2.761 -5.133 -0.527  0.091
C16 -5.543 -4.010 -1.918  -0.734
C17 -4.396 0.055 0.736  -0.772
C18 4.105 1.870 -0.890  -1.183
C19 1.348 2.362 1.551  0.662
C20 -1.976 1.838 2.851  0.416
C21 4.147 2.930 -3.170  -1.778
C22 -3.226 -0.716 0.659  0.309
C23 3.484 2.142 -2.074  0.588
C24 -6.605 -3.551 0.183  -0.793
C25 -2.111 3.030 6.436  -0.733
C26 -4.408 -3.334 -1.488  -0.077
C27 2.574 -5.077 1.850  -0.069
C28 3.698 4.446 0.498  0.113
C29 3.249 -1.991 -0.838  -1.023
C30 3.330 -0.774 -1.356  -0.961
C31 -0.582 -4.555 0.541  -1.124
C32 -5.473 -2.873 0.609  -0.242
C33 2.369 0.160 -0.642  2.688
C34 2.326 -4.460 0.619  -0.522
C35 -4.347 2.869 5.646  -0.790
C36 4.264 0.414 1.149  -2.442
C37 0.154 -3.304 0.656  0.346
C38 4.227 3.345 2.552  0.360
C39 -1.650 2.569 5.216  -0.424
C40 -4.107 1.136 1.556  -0.918
C41 2.586 2.219 1.005  0.103
C42 1.551 -3.193 0.584  0.049
C43 3.234 -6.294 1.937  -0.712
C44 -3.888 2.427 4.416  -0.405
C45 5.078 4.391 2.899  -0.928
C46 4.533 5.496 0.844  -0.908
C47 -3.122 -2.063 0.233  0.789
C48 3.318 1.154 0.188  1.872
C49 -2.511 2.298 4.126  0.806
H1 -2.699 -4.905 0.117  0.446
H2 2.539 -4.709 -1.499  0.544
H3 -0.143 -5.539 0.596  0.441
H4 5.111 3.305 -2.826  0.348
H5 3.757 -6.837 -1.357  0.346
H6 -5.338 -0.180 0.264  0.617
H7 3.407 -6.742 2.910  0.356
H8 5.607 4.361 3.845  0.379
H9 4.201 -7.880 0.850  0.361
H10 2.234 -4.575 2.748  0.387
H11 -7.460 -3.639 0.845  0.351
H12 -7.532 -4.647 -1.417  0.362
H13 4.823 -0.359 0.624  0.477
H14 -4.617 2.163 3.670  0.122
H15 -5.564 -4.448 -2.909  0.355
H16 5.890 6.292 2.316  0.363
H17 4.988 1.115 1.574  0.623
H18 -4.762 1.958 1.788  0.555
H19 -1.393 3.225 7.227  0.339
H20 4.637 6.342 0.173  0.377
H21 4.081 2.515 3.233  0.474
H22 3.998 -0.430 -2.131  0.282
H23 3.707 -0.051 1.965  0.274
H24 5.134 2.169 -0.728  0.034
H25 4.310 2.326 -4.067  0.384
H26 3.535 3.792 -3.460  0.368
H27 3.145 4.463 -0.432  0.471
H28 -3.834 3.553 7.630  0.353
H29 -3.542 -3.241 -2.132  0.460
H30 3.825 -2.864 -1.105  0.600
H31 -0.591 2.379 5.107  0.468
H32 -5.418 2.953 5.800  0.350
H33 -5.432 -2.429 1.596  0.495
H34 -0.614 4.148 3.573  0.639
H35 1.716 4.445 2.377  0.365
H36 1.776 1.967 -3.171  0.237


Number 1: calculated total energy -2831.0427 Eh. Number 2: calculated total energy -2345.1968 Eh.